Here is a molecular structure, C34H32N5O2ReS4 in a non-equilibrium geometry from the Open Molecules 2025 dataset. Energies are from ωB97M-V/def2-TZVPD.

Properties
**Energy above the lowest of the compared OMol25 structures with the same formula, charge and spin**: 0.248 eV
**HOMO (alpha / beta)**: -10.260 / -10.418 eV
**⟨S²⟩**: 3.78
**DFT total energy**: -92787.9958 eV
**Spin multiplicity**: 4
**Charge**: +1

Geometry (Å):
Re -0.394 -0.712 0.157
C 0.459 0.047 -2.817
N -0.830 -0.250 -2.153
C -1.752 0.908 -2.371
C -2.707 1.248 -1.232
N -2.040 1.367 0.071
C -1.213 2.596 0.353
C -2.936 1.153 1.191
C -4.192 1.746 1.218
C -5.032 1.598 2.310
C -4.618 0.859 3.407
C -3.367 0.268 3.399
C -2.524 0.410 2.299
S -0.927 -0.350 2.429
C -1.462 -1.467 -2.658
C -1.221 -1.947 -3.938
C -1.886 -3.070 -4.408
C -2.830 -3.699 -3.611
C -3.077 -3.229 -2.332
C -2.381 -2.129 -1.837
S -2.609 -1.655 -0.155
H 0.326 0.324 -3.866
H 0.943 0.879 -2.309
H 1.116 -0.816 -2.757
H -1.129 1.766 -2.599
H -2.364 0.713 -3.254
H -3.235 2.162 -1.520
H -3.453 0.466 -1.137
H -0.220 3.213 -1.444
H -1.722 3.121 1.163
H 0.027 1.655 1.713
H -4.520 2.337 0.371
H -6.010 2.061 2.299
H -5.269 0.739 4.262
H -3.032 -0.325 4.241
H -0.515 -1.448 -4.588
H -1.664 -3.445 -5.397
H -3.367 -4.563 -3.981
H -3.793 -3.723 -1.687
O 3.554 -0.557 -1.529
S 2.692 -1.022 -0.483
O 1.805 -2.102 -0.870
N 1.670 0.132 0.103
C 2.230 1.424 0.239
C 3.596 1.734 0.191
C 4.020 3.053 0.189
C 3.111 4.089 0.217
C 1.747 3.825 0.335
C 0.804 4.944 0.348
C -0.428 4.875 -0.150
C -0.973 3.613 -0.760
N 0.049 2.066 0.791
C 1.332 2.493 0.423
C 3.661 -1.507 0.931
C 3.071 -1.487 2.188
C 3.840 -1.801 3.296
C 5.182 -2.124 3.138
C 5.760 -2.138 1.876
C 4.998 -1.827 0.760
H 4.335 0.954 0.139
H 5.080 3.266 0.145
H 3.445 5.118 0.173
H 1.183 5.886 0.727
H -1.076 5.744 -0.146
H -1.890 3.827 -1.304
H 2.033 -1.200 2.293
H 3.398 -1.773 4.283
H 5.784 -2.355 4.007
H 6.808 -2.377 1.763
H 5.424 -1.817 -0.235
S -0.098 -5.318 0.204
C -0.067 -4.757 1.821
C -0.098 -3.407 1.844
N -0.140 -2.823 0.601
C -0.137 -3.722 -0.353
H -0.034 -5.442 2.652
H -0.105 -2.798 2.733
H -0.147 -3.499 -1.407

Mulliken atomic charge list, values in e, 6 entries: 2.101, -1.863, 1.256, -1.235, -1.889, 1.819